Record 1
Formula: C5H8NOS
Source: OMol25
Level of theory: ωB97M-V with the def2-TZVPD basis set

Computed properties:
- M (Da) = 130.192
- relative energy (zero: lowest compared OMol25 entry of this formula, charge and spin) (kcal/mol) = 24.9
- total charge = +1
- HOMO level (eV) = -13.26
- max |F| (eV Å⁻¹) = 2.783
- lowest unoccupied orbital energy (eV) = -4.40

Element x y z (Å)
C: 0.947 -0.975 -0.399
C: 2.193 -0.766 -0.829
C: 1.422 0.938 0.844
C: 0.473 0.023 0.526
C: -0.921 0.074 0.915
N: -1.679 -0.933 0.634
O: -1.351 1.107 -0.894
S: 2.906 0.708 -0.008
H: 0.295 -1.727 -0.785
H: 2.743 -1.172 -1.708
H: 1.415 1.909 1.297
H: -1.230 0.935 1.481
H: -2.529 -1.126 1.164
H: -1.678 1.931 -0.582
H: -1.371 -1.770 0.111
H: -1.634 0.845 -1.765

Atomic forces in eV per Å
-0.2 0.4 0.2
1.8 1.6 -0.5
1.5 0.8 -1.0
-0.4 -0.6 0.2
2.3 -0.6 -0.7
-1.4 -2.1 1.2
0.7 -0.3 -0.2
-1.6 -2.0 -0.5
0.1 -0.5 -0.4
-0.5 0.0 1.2
-0.6 0.0 0.8
-0.6 -0.3 0.4
0.1 0.6 -0.5
-0.8 1.3 -0.6
0.1 1.1 0.6
-0.5 0.5 -0.5



Record 2
Formula: C30H58NO5
Source: OMol25
Level of theory: ωB97M-V with the def2-TZVPD basis set

Computed properties:
- M (Da) = 512.796
- relative energy (zero: lowest compared OMol25 entry of this formula, charge and spin) (kcal/mol) = 328.8
- total charge = -1
- HOMO level (eV) = -4.77
- max |F| (eV Å⁻¹) = 7.772
- lowest unoccupied orbital energy (eV) = 2.36

Element x y z (Å)
C: 1.188 -7.019 0.191
C: 2.034 -6.383 -1.078
C: 3.159 -5.268 -0.646
C: 2.554 -3.881 -0.015
C: 1.128 -3.416 -0.677
C: 1.179 -3.092 -2.284
C: 2.593 -2.375 -2.782
C: 2.859 -0.900 -2.118
C: 4.422 -0.405 -2.122
C: 4.570 1.159 -1.557
C: 5.429 1.246 -0.146
C: 4.886 2.470 0.849
C: 3.483 1.935 1.508
C: 3.425 2.015 3.152
C: 2.637 3.332 3.742
C: 1.074 3.061 4.156
C: 0.132 2.530 2.885
C: -1.320 1.955 3.383
C: -1.918 0.709 2.502
C: -0.901 -0.410 1.856
C: -0.693 0.270 0.370
O: 0.149 -0.002 -0.630
N: -1.738 1.386 0.161
C: -2.830 0.995 1.170
C: -4.183 1.914 1.270
C: -5.303 1.326 0.176
C: -4.625 1.004 -1.281
C: -5.668 0.986 -2.546
C: -4.876 1.575 -3.889
C: -4.740 0.431 -5.094
O: -3.454 0.610 -5.815
C: -2.401 -0.264 -5.272
H: 1.699 -8.024 0.564
H: 0.083 -7.204 -0.156
H: 1.141 -6.210 1.060
H: 2.635 -7.279 -1.587
H: 1.229 -5.976 -1.854
H: 3.838 -5.005 -1.563
H: 3.857 -5.744 0.180
H: 3.339 -3.007 -0.160
H: 2.395 -3.970 1.160
H: 0.303 -4.262 -0.505
H: 0.747 -2.486 -0.044
H: 0.915 -4.033 -2.969
H: 0.322 -2.294 -2.505
H: 2.506 -2.309 -3.970
H: 3.487 -3.099 -2.564
H: 2.541 -0.987 -0.971
H: 2.118 -0.114 -2.623
H: 5.111 -1.098 -1.457
H: 4.810 -0.485 -3.244
H: 3.497 1.669 -1.462
H: 5.130 1.782 -2.403
H: 5.347 0.187 0.378
H: 6.590 1.405 -0.359
H: 4.625 3.385 0.159
H: 5.690 2.820 1.625
H: 3.318 0.813 1.152
H: 2.529 2.525 1.114
H: 4.525 1.975 3.588
H: 2.806 1.070 3.516
H: 2.795 4.217 2.973
H: 3.199 3.665 4.742
H: 0.948 2.377 5.118
H: 0.616 4.117 4.469
H: -0.072 3.484 2.220
H: 0.771 1.789 2.243
H: -1.314 1.648 4.523
H: -2.089 2.862 3.280
H: -2.584 0.025 3.218
H: 0.152 -0.515 2.376
H: -1.317 -1.477 1.607
H: -1.305 2.338 0.356
H: -3.115 -0.115 0.839
H: -4.622 1.785 2.347
H: -3.902 3.031 1.022
H: -5.780 0.323 0.613
H: -6.176 2.123 0.015
H: -4.121 -0.061 -1.195
H: -3.789 1.828 -1.468
H: -6.646 1.617 -2.292
H: -6.061 -0.098 -2.821
H: -3.753 1.891 -3.647
H: -5.395 2.548 -4.331
H: -4.845 -0.667 -4.656
H: -5.589 0.560 -5.922
H: -1.514 0.462 -4.939
H: -2.700 -0.865 -4.314
H: -1.940 -0.972 -6.112
C: -3.711 3.753 5.332
O: -4.568 3.486 4.455
O: -3.654 5.058 5.552
O: -2.944 3.017 5.993
H: -4.352 5.223 4.886

Atomic forces in eV per Å
0.2 0.7 -0.1
0.1 -0.7 -0.1
-0.1 0.0 0.4
-0.3 0.2 0.1
-0.4 -0.3 0.5
-0.3 1.2 -0.2
-0.3 -0.5 -0.6
-0.4 -0.5 1.0
-0.3 0.3 -0.6
0.2 0.1 -0.7
0.4 0.2 0.0
-0.8 -0.6 -1.2
-0.6 -0.1 0.4
-0.5 -0.4 0.0
0.8 -0.1 0.6
-0.7 1.1 -0.4
0.5 0.6 0.5
-0.3 0.4 -0.5
-1.6 -2.5 0.9
1.1 1.2 -1.6
2.5 0.7 -4.3
-4.6 1.2 6.2
1.0 -1.5 1.2
0.9 -0.8 0.8
0.3 -0.9 -0.7
0.0 0.1 -0.1
0.0 -0.1 0.4
0.1 0.4 -0.4
0.2 -0.2 -0.5
-0.7 0.4 -0.2
-0.7 -2.0 1.7
1.9 0.7 0.2
-1.2 2.3 -0.7
2.2 0.1 0.8
0.2 -1.9 -1.7
-1.4 2.0 0.9
2.1 -0.7 1.6
-1.4 -0.6 1.7
-1.3 0.8 -1.7
-1.6 -1.8 0.3
0.3 0.0 -2.5
1.8 1.7 -0.3
0.9 -1.8 -1.7
0.8 1.9 1.6
1.7 -1.7 0.5
0.3 0.0 2.5
-1.6 1.4 -0.3
0.5 0.4 -2.5
1.8 -1.6 1.1
-1.5 1.2 -1.4
-0.6 0.3 2.4
2.3 -1.3 0.0
-1.1 -1.2 1.9
0.1 2.3 -0.8
-2.5 -0.3 0.2
0.7 -1.7 1.3
-1.6 -0.9 -1.3
0.4 2.3 0.8
2.2 -1.1 0.7
-2.3 0.0 -0.9
1.5 1.9 -0.6
-0.7 -1.7 1.5
-1.2 -0.7 -2.1
0.5 1.2 -2.2
1.0 -2.3 -0.5
0.5 -1.9 1.1
-1.3 1.1 1.2
0.0 0.7 -2.4
1.5 -2.2 0.5
1.2 1.8 -1.2
-2.1 0.2 -1.1
0.4 2.0 0.9
-0.7 -1.6 -0.2
0.2 2.4 0.6
1.0 0.7 -2.0
-0.7 -2.2 0.7
1.0 2.2 -0.9
1.9 -1.7 0.5
-0.7 2.3 -0.4
-1.8 -1.9 0.3
2.2 -1.2 -0.6
0.9 2.1 0.8
-2.5 -0.8 -0.3
1.0 -2.1 0.9
0.4 2.3 -0.8
1.8 -0.2 1.9
-1.8 -1.6 -0.6
0.3 1.1 -1.9
-1.3 1.4 1.8
1.0 -2.9 0.8
-0.5 -1.2 -0.8
-0.2 2.6 0.1
-0.4 0.2 -0.5
0.2 1.1 0.3



Record 3
Formula: C31H62I4O12
Source: OMol25
Level of theory: ωB97M-V with the def2-TZVPD basis set

Computed properties:
- M (Da) = 1134.441
- HOMO level (eV) = -8.78
- max |F| (eV Å⁻¹) = 2.041
- lowest unoccupied orbital energy (eV) = -0.16

Element x y z (Å)
C: 4.900 1.111 -1.316
O: 5.410 2.039 -2.264
C: 5.785 3.266 -1.674
C: 5.011 4.488 -2.231
C: 3.591 4.137 -2.757
C: 2.678 3.760 -1.558
C: 1.290 4.446 -1.588
C: 1.506 5.747 -0.759
I: 1.689 5.463 1.377
C: 0.526 6.942 -1.010
C: 1.305 8.247 -0.701
I: -1.174 6.992 0.367
O: 0.866 4.890 -2.894
C: -0.507 4.785 -2.949
O: -1.177 4.924 -3.895
O: -0.936 4.473 -1.665
C: 0.087 3.522 -1.290
C: 0.007 2.846 0.081
C: -0.173 2.349 -2.323
I: 1.289 1.641 -3.725
C: -1.384 1.760 -2.355
C: -2.538 2.108 -1.450
I: -1.852 0.190 -3.737
H: 5.701 0.574 -0.801
H: 4.250 0.433 -1.874
H: 4.267 1.601 -0.566
H: 5.679 3.261 -0.582
H: 6.852 3.454 -1.851
H: 5.534 4.980 -3.056
H: 4.939 5.213 -1.412
H: 3.248 5.022 -3.295
H: 3.691 3.302 -3.444
H: 3.217 4.021 -0.647
H: 2.573 2.673 -1.547
H: 2.491 6.119 -1.046
H: 0.189 7.032 -2.039
H: 0.775 9.108 -1.110
H: 2.312 8.204 -1.133
H: 1.434 8.393 0.372
H: -0.554 3.496 0.763
H: 0.999 2.714 0.518
H: -0.475 1.874 0.066
H: -3.352 2.474 -2.087
H: -2.325 2.898 -0.736
H: -2.934 1.232 -0.929
C: -2.736 -3.686 -4.894
O: -1.343 -3.750 -4.638
C: -1.032 -3.799 -3.253
C: -0.780 -5.216 -2.774
O: -1.945 -6.018 -2.885
C: -1.967 -6.820 -4.054
H: -2.899 -3.980 -5.930
H: -3.302 -4.358 -4.246
H: -3.100 -2.661 -4.755
H: -1.829 -3.331 -2.666
H: -0.122 -3.210 -3.108
H: -0.514 -5.180 -1.713
H: 0.057 -5.669 -3.314
H: -1.361 -7.720 -3.906
H: -1.606 -6.281 -4.932
H: -2.999 -7.122 -4.231
C: -6.048 -2.104 -2.293
O: -5.304 -1.904 -1.102
C: -5.952 -2.403 0.059
C: -5.441 -3.776 0.453
O: -5.734 -4.756 -0.532
C: -4.637 -5.003 -1.397
H: -5.363 -2.005 -3.134
H: -6.504 -3.095 -2.326
H: -6.830 -1.342 -2.381
H: -7.037 -2.422 -0.084
H: -5.733 -1.703 0.871
H: -5.949 -4.084 1.372
H: -4.367 -3.746 0.660
H: -3.926 -5.683 -0.916
H: -4.121 -4.085 -1.687
H: -5.018 -5.484 -2.297
C: 5.839 2.466 6.729
O: 6.198 3.496 5.822
C: 6.207 3.072 4.468
C: 4.925 3.442 3.745
O: 3.793 2.782 4.290
C: 3.073 3.594 5.203
H: 5.539 2.936 7.665
H: 5.007 1.866 6.356
H: 6.698 1.815 6.919
H: 6.387 1.994 4.405
H: 7.042 3.581 3.978
H: 5.013 3.122 2.702
H: 4.778 4.526 3.751
H: 2.421 4.284 4.654
H: 3.731 4.165 5.861
H: 2.450 2.943 5.815
C: -1.690 -4.524 4.791
O: -2.167 -4.576 3.456
C: -1.544 -5.595 2.686
C: -2.392 -6.852 2.621
O: -2.555 -7.446 3.899
C: -3.781 -7.100 4.523
H: -2.421 -3.977 5.385
H: -1.567 -5.521 5.219
H: -0.733 -3.994 4.829
H: -0.549 -5.821 3.082
H: -1.419 -5.200 1.673
H: -1.881 -7.585 1.990
H: -3.365 -6.643 2.165
H: -4.594 -7.714 4.122
H: -4.027 -6.044 4.393
H: -3.682 -7.306 5.588

Atomic forces in eV per Å
-0.3 0.0 -0.4
-0.2 0.1 0.6
0.5 0.9 -0.2
-0.5 -0.4 -0.4
0.9 0.5 1.1
-0.1 -0.4 -1.3
0.9 -0.7 0.6
-1.6 0.5 0.0
0.9 -0.2 -0.1
1.1 0.7 1.3
-0.1 -0.2 0.0
-0.3 0.2 -0.9
-0.2 -0.1 -0.5
1.0 0.1 1.8
-0.5 0.5 -0.8
-0.5 -0.2 -0.6
0.3 -1.2 -0.3
-0.4 1.0 0.7
0.2 -0.8 -0.6
-0.3 0.4 0.5
0.6 0.0 0.1
-0.5 0.0 -0.5
-0.2 0.5 0.6
0.0 -0.1 -0.1
0.2 -0.2 0.1
0.1 0.0 0.0
-0.2 -0.3 -0.1
-0.1 -0.2 0.0
0.2 -0.2 0.1
0.0 0.1 -0.2
-0.3 -0.2 0.0
-0.2 0.1 -0.1
-0.4 0.1 0.1
-0.1 0.1 0.1
-0.1 -0.2 0.0
-0.3 -0.5 0.1
0.1 0.0 0.1
-0.2 0.0 -0.2
-0.1 0.0 -0.1
0.1 -0.1 0.0
0.0 0.1 -0.2
0.0 0.1 -0.2
0.0 0.0 0.1
0.1 -0.1 -0.1
0.2 0.0 -0.1
0.1 0.1 0.0
-0.2 -0.1 0.1
0.2 0.0 -0.2
-0.2 0.1 0.2
0.0 0.0 -0.2
0.0 -0.1 0.1
0.0 0.1 0.0
0.0 0.0 0.0
-0.1 0.0 0.0
0.0 0.0 0.0
0.0 0.0 0.0
0.0 0.0 0.0
0.0 0.0 -0.1
0.0 0.0 -0.1
0.0 0.0 0.0
0.0 0.0 0.1
0.0 0.1 0.0
0.0 -0.1 0.0
0.3 0.1 0.0
-0.3 -0.2 0.0
0.1 0.2 -0.1
0.0 -0.2 0.0
0.0 0.1 0.0
0.0 0.0 0.0
0.0 0.0 0.0
0.0 -0.1 0.0
0.0 0.0 0.0
0.0 0.0 0.0
0.0 0.1 0.0
0.1 0.0 -0.1
0.0 0.0 0.0
0.0 0.0 0.0
0.1 0.0 0.0
-0.2 -0.1 0.0
0.1 0.3 0.1
0.0 -0.3 -0.1
0.1 0.1 0.2
-0.2 -0.1 -0.1
0.1 0.0 0.0
0.0 0.0 0.0
0.0 -0.1 0.0
-0.1 0.0 0.0
0.0 0.0 0.0
0.0 0.0 0.0
0.0 0.0 0.0
0.0 0.1 0.1
0.1 0.0 0.0
0.0 0.0 -0.1
0.0 0.1 0.0
0.1 -0.2 0.1
-0.3 0.2 -0.1
0.3 -0.2 0.1
-0.1 0.2 0.0
0.0 -0.2 0.0
0.0 0.0 0.0
0.0 0.0 0.0
0.0 0.0 0.1
0.0 -0.1 0.0
0.0 0.0 0.0
0.0 0.0 0.0
0.0 0.1 0.0
0.0 0.1 0.0
0.0 0.0 0.0
0.0 0.0 0.0



Record 4
Formula: C3H9N3O
Source: OMol25
Level of theory: ωB97M-V with the def2-TZVPD basis set

Computed properties:
- M (Da) = 103.125
- relative energy (zero: lowest compared OMol25 entry of this formula, charge and spin) (kcal/mol) = 163.3
- HOMO level (spin up / spin down) (eV) = -6.67 / -8.23
- max |F| (eV Å⁻¹) = 2.829
- lowest unoccupied orbital energy (spin up / spin down) (eV) = 0.47 / 0.40

Element x y z (Å)
C: -0.922 0.115 0.589
C: -2.344 0.133 0.116
N: 0.332 -1.518 0.066
N: 2.220 1.446 -0.419
C: 0.048 0.927 -0.012
O: 1.264 -2.565 0.145
N: 1.322 0.748 0.305
H: 1.628 -2.490 1.041
H: 0.361 -1.257 -0.924
H: -0.753 -0.146 1.627
H: 2.043 1.548 -1.417
H: 3.171 1.221 -0.172
H: -0.209 1.447 -0.942
H: -2.421 0.428 -0.932
H: -2.946 0.820 0.717
H: -2.792 -0.857 0.212

Atomic forces in eV per Å
-0.8 2.7 0.6
0.1 -0.2 0.0
1.9 -1.7 0.1
0.1 0.2 -0.2
-0.5 -0.8 -0.5
-0.2 0.2 -0.3
-0.1 0.5 0.7
-0.4 -0.1 -0.1
-0.1 -0.4 -0.2
0.0 -0.3 -0.2
0.0 0.0 0.2
-0.1 -0.1 -0.2
0.0 0.1 0.1
0.0 0.1 0.0
0.0 0.0 0.0
0.0 0.0 0.0



Record 5
Formula: C44H45Cl3CuN5O2PS2
Source: OMol25
Level of theory: ωB97M-V with the def2-TZVPD basis set

Computed properties:
- M (Da) = 940.890
- relative energy (zero: lowest compared OMol25 entry of this formula, charge and spin) (kcal/mol) = 0.0
- <S²> = 0.7556
- total charge = +2
- HOMO level (spin up / spin down) (eV) = -12.61 / -12.61
- max |F| (eV Å⁻¹) = 0.798
- lowest unoccupied orbital energy (spin up / spin down) (eV) = -4.94 / -7.02
- 2S+1 = 2

Element x y z (Å)
Cu: 0.129 -0.105 0.185
C: -2.633 -3.622 -1.842
C: -1.741 -2.651 -1.063
C: -0.449 -2.432 -1.856
C: -2.483 -1.336 -0.809
C: -3.890 -1.529 -0.218
O: -3.923 -0.650 0.930
C: -2.714 -0.129 1.094
N: -1.835 -0.454 0.208
C: -2.580 0.743 2.283
C: -3.672 0.773 3.157
C: -3.645 1.531 4.313
C: -2.519 2.279 4.616
C: -1.443 2.284 3.743
C: -1.459 1.535 2.567
P: -0.116 1.822 1.365
C: 1.379 2.085 2.326
C: 1.628 1.272 3.433
C: 2.801 1.427 4.149
C: 3.736 2.378 3.758
C: 3.506 3.166 2.638
C: 2.333 3.015 1.913
C: -0.596 3.386 0.599
C: -1.155 3.385 -0.678
C: -1.593 4.575 -1.242
C: -1.483 5.759 -0.528
C: -0.928 5.761 0.747
C: -0.481 4.580 1.314
H: -2.059 -4.501 -2.135
H: -3.010 -3.148 -2.755
H: -3.487 -3.970 -1.261
H: -1.494 -3.090 -0.088
H: -0.679 -2.073 -2.862
H: 0.102 -3.369 -1.945
H: 0.227 -1.705 -1.396
H: -2.530 -0.783 -1.751
H: -4.073 -2.539 0.137
H: -4.687 -1.238 -0.894
H: -4.554 0.197 2.915
H: -4.505 1.539 4.971
H: -2.485 2.879 5.517
H: -0.576 2.883 3.983
H: 0.894 0.533 3.740
H: 2.988 0.808 5.016
H: 4.647 2.503 4.333
H: 4.237 3.904 2.331
H: 2.152 3.625 1.033
H: -1.249 2.456 -1.226
H: -2.018 4.579 -2.238
H: -1.838 6.686 -0.962
H: -0.843 6.689 1.300
H: -0.039 4.594 2.302
Cl: -4.936 -4.494 2.612
C: -3.301 -4.422 3.166
C: -2.821 -3.253 3.728
C: -1.507 -3.202 4.165
C: -0.652 -4.294 4.052
C: 0.777 -4.169 4.551
C: 1.801 -4.243 3.407
N: 1.882 -3.021 2.589
C: 2.982 -2.202 2.463
C: 2.637 -1.231 1.574
N: 1.330 -1.432 1.167
C: 0.901 -2.500 1.828
O: 1.066 -5.205 5.463
C: 1.260 -4.804 6.821
C: 2.606 -4.181 7.051
C: 2.845 -2.932 7.534
Cl: 1.676 -1.757 7.986
S: 4.526 -2.599 7.705
C: 4.933 -4.130 7.050
C: 3.831 -4.862 6.757
C: -1.173 -5.467 3.486
Cl: -0.216 -6.891 3.269
C: -2.486 -5.532 3.046
H: -3.477 -2.404 3.835
H: -1.137 -2.287 4.623
H: 0.883 -3.190 5.034
H: 1.555 -5.075 2.755
H: 2.778 -4.432 3.843
H: 3.912 -2.402 2.976
H: 3.231 -0.404 1.208
H: -0.075 -2.951 1.719
H: 1.197 -5.728 7.391
H: 0.452 -4.148 7.149
H: 5.972 -4.417 6.959
H: 3.861 -5.875 6.369
H: -2.866 -6.449 2.611
S: 1.251 1.175 -1.516
C: 2.418 0.282 -2.423
N: 3.002 -0.814 -1.949
C: 4.049 -1.543 -2.678
C: 3.796 -1.415 -4.169
C: 3.688 0.052 -4.542
N: 2.749 0.725 -3.629
H: 2.718 -1.129 -1.038
H: 4.023 -2.584 -2.367
H: 5.028 -1.135 -2.421
H: 2.868 -1.930 -4.426
H: 4.608 -1.881 -4.724
H: 3.308 0.159 -5.555
H: 4.661 0.541 -4.497
H: 2.298 1.572 -3.930

Atomic forces in eV per Å
0.2 0.6 -0.5
0.0 0.0 0.0
0.1 0.0 -0.1
-0.1 0.0 0.1
-0.1 0.0 0.1
0.1 0.0 0.0
-0.1 0.1 -0.1
0.0 -0.1 -0.2
0.1 -0.3 0.2
-0.1 0.0 0.1
0.0 -0.2 -0.1
0.0 0.1 0.1
0.0 0.0 0.0
0.0 -0.1 0.0
0.1 -0.1 0.0
-0.3 0.2 0.3
0.0 -0.1 0.0
-0.1 0.0 0.0
0.1 0.0 0.1
0.1 0.0 0.0
0.0 0.0 0.0
0.0 0.0 -0.1
0.1 -0.2 -0.2
0.0 0.0 0.1
0.0 0.0 0.0
0.0 0.0 0.0
0.0 0.0 0.0
0.0 0.0 -0.1
0.0 0.0 0.0
0.0 -0.1 0.0
0.0 0.0 0.0
-0.1 0.0 0.0
0.0 0.0 0.0
0.0 0.0 0.0
0.0 0.0 0.0
0.0 0.0 0.0
0.0 0.0 0.1
-0.1 0.1 0.0
0.1 0.0 0.0
0.0 0.0 0.0
0.0 0.0 0.0
0.0 0.1 0.0
0.0 0.0 0.0
0.0 0.0 0.0
-0.1 0.0 -0.1
0.0 0.0 0.0
0.0 0.0 0.1
0.0 0.0 -0.1
0.0 0.0 0.1
0.0 0.0 0.0
0.0 -0.1 0.0
0.0 0.0 0.0
0.0 0.0 -0.1
0.1 0.1 0.0
0.0 0.1 0.0
0.0 0.0 0.0
0.0 0.0 0.1
-0.1 0.1 0.0
0.0 -0.1 0.0
-0.3 0.2 0.3
0.1 -0.2 -0.2
-0.1 0.0 -0.1
0.0 0.0 0.3
0.4 -0.3 -0.3
0.1 0.0 -0.2
0.1 0.0 0.0
-0.1 0.0 -0.3
0.2 -0.1 0.1
0.0 0.0 0.0
-0.1 0.1 -0.1
0.1 0.0 0.1
-0.1 -0.2 0.0
0.0 0.3 0.0
0.1 0.0 0.0
0.0 -0.2 -0.1
-0.1 0.1 0.0
0.0 -0.1 0.0
0.0 0.0 0.0
0.1 -0.1 -0.1
0.1 0.1 0.0
-0.2 0.0 0.0
-0.1 0.0 0.1
0.1 0.1 0.1
-0.1 -0.1 0.0
0.0 0.1 0.0
-0.1 0.0 0.0
0.0 0.2 0.0
0.0 0.1 0.0
-0.1 -0.2 0.1
0.1 -0.2 0.1
0.1 -0.1 -0.2
-0.1 0.1 0.0
-0.1 0.0 0.1
0.0 0.0 0.1
0.1 -0.1 0.0
0.0 0.0 0.1
0.0 0.0 0.1
0.0 0.0 0.1
0.0 0.0 0.0
0.0 0.0 0.0
0.0 0.1 0.0
0.0 0.0 0.1
-0.1 0.1 0.0



no.,electronic energy (eV)
1,-19679.7025
2,-43767.0676
3,-90117.6681
4,-9768.4563
5,-171060.1716